Entry 1:
Computed, not measured: 2 unconnected molecules or ions with the total composition C4H13NO2 in a non-equilibrium geometry, with ωB97M-V with the def2-TZVPD basis set.

Bonds (Å) are listed after each position.
Cartesian coordinates (Å):
1 O 0.30 -1.61 -0.58  C4 1.426, H8 0.973
2 O 7.02 -1.61 0.83  H19 0.961, H20 0.941
3 N -0.52 1.18 1.15  C7 1.489, H9 1.015, H12 1.012
4 C -0.71 -1.00 -1.39  O1 1.426, C6 1.506, H10 1.096, H18 1.092
5 C -2.73 0.31 0.57  C7 1.529, H11 1.092, H14 1.086, H16 1.100
6 C -0.83 0.50 -1.29  C4 1.506, C7 1.571, H13 1.105, H15 1.093
7 C -1.49 1.02 0.04  N3 1.489, C5 1.529, C6 1.571, H17 1.092
8 H 0.14 -1.21 0.30  O1 0.973
9 H -0.91 0.85 2.03  N3 1.015
10 H -0.38 -1.19 -2.42  C4 1.096
11 H -3.48 0.17 -0.22  C5 1.092
12 H -0.33 2.17 1.29  N3 1.012
13 H 0.17 0.95 -1.41  C6 1.105
14 H -2.53 -0.62 1.10  C5 1.086
15 H -1.34 1.02 -2.09  C6 1.093
16 H -3.18 1.03 1.27  C5 1.100
17 H -1.72 2.05 -0.25  C7 1.092
18 H -1.66 -1.53 -1.31  C4 1.092
19 H 7.30 -0.71 0.65  O2 0.961
20 H 6.85 -1.78 1.74  O2 0.941

Output
- HOMO energy (eV) = -9.324
- gap between HOMO and LUMO (eV) = 10.21

---

Entry 2:
Computed, not measured: 4 unconnected molecules or ions with the total composition C5H15NO2 in a non-equilibrium geometry, with ωB97M-V with the def2-TZVPD basis set.

Bonds (Å) are listed after each position.
Cartesian coordinates (Å):
1 O 1.92 1.44 -2.14  H11 0.991, H15 1.117
2 O -0.51 2.51 -0.59  H10 0.985, H18 1.055
3 N 0.46 0.36 2.20  C7 1.484, H14 1.017, H22 1.014
4 C 0.98 -1.81 1.40  C7 1.541, H13 1.094, H17 1.079, H21 1.014
5 C -0.65 -0.41 -0.04  C7 1.535, C8 1.456, H12 1.074
6 C -2.59 -0.40 -1.73  C8 1.384, H9 1.113, H19 1.135
7 C -0.11 -0.72 1.36  N3 1.484, C4 1.541, C5 1.535, H20 1.049
8 C -2.05 -0.37 -0.46  C5 1.456, C6 1.384, H16 1.090
9 H -3.70 -0.41 -1.83  C6 1.113
10 H 0.33 2.25 -1.03  O2 0.985
11 H 2.78 1.78 -2.51  O1 0.991
12 H 0.01 -0.57 -0.87  C5 1.074
13 H 1.06 -2.07 2.46  C4 1.094
14 H -0.23 1.11 2.25  N3 1.017
15 H 2.17 0.80 -1.26  O1 1.117
16 H -2.70 -0.54 0.39  C8 1.090
17 H 0.82 -2.67 0.76  C4 1.079
18 H -0.86 1.60 -0.21  O2 1.055
19 H -1.86 -0.37 -2.60  C6 1.135
20 H -1.00 -1.14 1.72  C7 1.049
21 H 1.79 -1.27 1.11  C4 1.014
22 H 1.21 0.73 1.63  N3 1.014
23 H 2.75 0.17 0.00  no bonds

Output
- HOMO energy (eV) = -7.332
- gap between HOMO and LUMO (eV) = 3.86

---

Repeat the second record exactly.
Computed, not measured: 4 unconnected molecules or ions with the total composition C5H15NO2 in a non-equilibrium geometry, with ωB97M-V with the def2-TZVPD basis set.

Bonds (Å) are listed after each position.
Cartesian coordinates (Å):
1 O 1.92 1.44 -2.14  H11 0.991, H15 1.117
2 O -0.51 2.51 -0.59  H10 0.985, H18 1.055
3 N 0.46 0.36 2.20  C7 1.484, H14 1.017, H22 1.014
4 C 0.98 -1.81 1.40  C7 1.541, H13 1.094, H17 1.079, H21 1.014
5 C -0.65 -0.41 -0.04  C7 1.535, C8 1.456, H12 1.074
6 C -2.59 -0.40 -1.73  C8 1.384, H9 1.113, H19 1.135
7 C -0.11 -0.72 1.36  N3 1.484, C4 1.541, C5 1.535, H20 1.049
8 C -2.05 -0.37 -0.46  C5 1.456, C6 1.384, H16 1.090
9 H -3.70 -0.41 -1.83  C6 1.113
10 H 0.33 2.25 -1.03  O2 0.985
11 H 2.78 1.78 -2.51  O1 0.991
12 H 0.01 -0.57 -0.87  C5 1.074
13 H 1.06 -2.07 2.46  C4 1.094
14 H -0.23 1.11 2.25  N3 1.017
15 H 2.17 0.80 -1.26  O1 1.117
16 H -2.70 -0.54 0.39  C8 1.090
17 H 0.82 -2.67 0.76  C4 1.079
18 H -0.86 1.60 -0.21  O2 1.055
19 H -1.86 -0.37 -2.60  C6 1.135
20 H -1.00 -1.14 1.72  C7 1.049
21 H 1.79 -1.27 1.11  C4 1.014
22 H 1.21 0.73 1.63  N3 1.014
23 H 2.75 0.17 0.00  no bonds

Output
- HOMO energy (eV) = -7.332
- gap between HOMO and LUMO (eV) = 3.86

---

- Number 2 is which compound?
  C5H15NO2